No. 1
Entry from the OMol25 dataset: 15 unconnected molecules or ions with the total composition ClH28O18 (ωB97M-V/def2-TZVPD).

Properties
Frontier orbital gap = 9.38 eV
Total charge = -1
E = -49828.2432 eV
Multiplicity = 1
Relative energy (zero: lowest compared OMol25 entry of this formula, charge and spin) = 18.9 kJ/mol
E_HOMO = -7.48 eV
LUMO level = 1.910 eV

```
47
Properties=species:S:1:pos:R:3:forces:R:3:nbo_charge:R:1
Cl 0.1339 0.6611 -0.9097 -1.914 -0.414 -0.192 2.4205
O -1.1301 0.4341 -1.7307 3.025 0.264 1.932 -0.8385
O 0.4019 2.0981 -0.9147 0.136 -1.238 0.065 -0.8214
O -0.0471 0.1991 0.5293 0.656 0.497 -3.516 -0.8313
O 1.2689 -0.0619 -1.5677 -1.821 1.415 1.250 -0.8783
O -2.6791 -1.4559 -0.4357 -1.568 1.218 0.134 -0.9446
H -2.1691 -2.2069 -0.2877 1.325 -2.183 0.553 0.4541
H -2.2621 -1.0689 -1.1977 0.227 0.582 -0.678 0.4893
O -2.8581 0.1311 2.0053 -0.916 0.212 1.398 -0.9836
H -2.5081 0.9811 1.7573 0.339 1.012 -0.110 0.4916
H -2.4131 -0.4479 1.4213 0.504 -1.144 -1.192 0.4749
O -1.6571 2.6061 1.1973 -0.139 0.375 -0.318 -0.9978
H -1.4821 2.8501 0.2853 -0.263 -0.066 -0.289 0.4704
H -0.7691 2.7091 1.5933 -0.088 -0.091 0.634 0.5007
O 2.6429 2.1111 0.9223 -0.708 0.373 -0.924 -0.9882
H 1.9079 2.0341 0.2773 0.422 0.986 -0.153 0.4814
H 2.5309 1.2191 1.2553 0.510 -0.797 0.946 0.4923
O 0.5589 2.6531 2.7333 0.441 1.862 -0.669 -0.9939
H 1.3229 2.7141 2.1243 -0.189 -0.174 0.471 0.4906
H 0.4489 1.7371 2.9443 -0.017 -1.245 0.400 0.4959
O -0.4181 -2.1679 2.3793 -1.284 0.384 2.752 -0.9690
H -0.9951 -2.8159 2.8123 0.182 0.421 -0.224 0.4869
H -0.1011 -2.5439 1.6043 1.009 -1.224 -2.715 0.4958
O -3.6641 1.5301 -1.2947 -0.795 0.264 -1.643 -0.9610
H -2.9701 0.9911 -0.9517 0.667 -0.383 0.709 0.4882
H -3.9701 2.1291 -0.6347 -0.058 0.343 0.967 0.4697
O 2.4689 -0.3369 1.8623 3.041 -1.503 -1.192 -0.9478
H 2.8659 -1.2219 1.6773 -0.214 1.318 0.068 0.4783
H 1.6689 -0.5199 2.2773 -2.532 -0.143 1.311 0.4862
O 2.4349 -2.2589 -2.5957 0.669 -1.186 -0.444 -0.9546
H 2.0689 -1.4699 -2.2077 -0.294 0.306 0.489 0.4904
H 2.6259 -2.8719 -1.8687 -0.184 0.525 -0.479 0.4521
O 0.8859 -2.4769 -0.0577 0.092 -2.825 0.042 -0.9547
H 0.9519 -1.5709 0.1273 0.109 2.543 0.307 0.4965
H 1.7829 -2.8219 0.0503 -0.316 0.077 -0.053 0.4607
O 4.1799 0.3301 -0.6677 1.729 -1.254 1.271 -0.9711
H 3.8829 1.0011 -0.0627 -0.374 0.769 0.298 0.4868
H 3.7379 0.4681 -1.4687 -1.125 0.369 -1.704 0.4687
O -0.6881 -1.1939 -4.0627 0.708 2.038 -0.902 -0.9408
H -0.0111 -0.5399 -3.7827 -0.630 -0.300 -0.353 0.4811
H -0.4431 -1.9069 -3.5217 0.281 -1.872 1.152 0.4764
O 0.2269 0.1151 3.4933 0.170 -0.475 -0.037 -0.9766
H 0.7829 -0.4079 4.0873 -0.337 0.160 -0.069 0.4702
H -0.1871 -0.5289 2.8733 -0.162 0.279 0.651 0.5184
O -3.1051 0.2081 -4.1947 1.342 -1.692 -0.768 -0.9670
H -3.0941 1.0461 -3.7967 -0.471 1.911 1.085 0.4651
H -2.1581 -0.0629 -4.0757 -1.187 -0.292 -0.259 0.4870
```
Positions in Å, forces in eV/Å.

***

No. 2
Entry from the OMol25 dataset: 2 unconnected molecules or ions with the total composition ClH2IN2P2 (ωB97M-V/def2-TZVPD).

Properties
Frontier orbital gap (spin up / spin down) = 6.37 / 6.54 eV
Total charge = 0
E = -42210.1681 eV
Multiplicity = 1
Relative energy (zero: lowest compared OMol25 entry of this formula, charge and spin) = 288.5 kJ/mol
E_HOMO (spin up / spin down) = -8.00 / -8.31 eV
LUMO level (spin up / spin down) = -1.629 / -1.775 eV

```
8
Properties=species:S:1:pos:R:3:forces:R:3:nbo_charge:R:1
N -0.7003 1.8037 -0.3086 -1.955 0.244 0.761 -0.6062
N 0.3154 1.2714 -0.8338 5.004 3.703 -1.905 -0.5583
P -4.6509 0.4805 -1.7867 -0.052 -0.412 0.779 0.0814
P -2.0824 1.2338 0.1324 -0.263 -0.793 0.195 0.7527
Cl -2.8290 2.9516 0.8952 -0.763 0.708 0.416 -0.3145
I -4.9662 -0.7375 0.2888 -0.257 0.232 -0.723 -0.0846
H 0.9634 2.0654 -1.1494 -0.792 -2.135 0.573 0.3592
H 0.6009 0.3976 -1.1936 -0.923 -1.546 -0.096 0.3702
```
Positions in Å, forces in eV/Å.

***

Which value of relative energy (zero: lowest compared OMol25 entry of this formula, charge and spin) does entry 2 give?
288.5 kJ/mol

***

Among the records above, which one has the lowest total charge?
ClH28O18